82
Properties=species:S:1:pos:R:3:forces:R:3 method="wB97M-V/def2-TZVPD" mol_weight_g_mol=900.7 total_charge=+1 homo_lumo_gap_ev="7.7979 / 4.4287" multiplicity=4 homo_ha="-0.4007 / -0.3869"
Tc -1.517975 0.830268 -0.060851 -0.115 1.727 -0.386
O -2.368843 -0.955607 -0.325181 -0.303 -1.841 0.143
N -2.496210 -2.193853 -0.744584 -0.177 1.014 -0.108
C -3.768620 -2.521528 -1.066548 0.379 0.136 0.151
C -4.068700 -3.768570 -1.543885 0.214 -0.419 -0.115
C -3.036234 -4.692839 -1.723025 -0.501 -0.088 -0.072
C -1.752048 -4.331009 -1.423551 0.528 0.269 0.155
C -1.425733 -3.052303 -0.907911 -0.675 -0.376 -0.322
S 0.149029 -2.604843 -0.519530 0.059 -0.058 0.173
H -4.477687 -1.718194 -0.930831 0.023 0.033 -0.006
H -5.093621 -4.004590 -1.790924 0.013 0.002 0.002
H -3.248907 -5.679967 -2.110668 0.014 0.022 0.012
H -0.924998 -5.011453 -1.568203 -0.013 -0.007 -0.008
O -0.916711 5.359192 -0.371803 0.084 -0.022 0.056
As -1.239677 3.864175 -1.220565 0.520 -0.638 0.328
O -0.185629 3.590371 -2.428169 -0.121 0.060 0.108
O -1.082685 2.709482 0.079180 -0.205 0.628 -0.158
C -3.084323 4.229218 -1.650332 -0.230 -0.178 -0.059
C -3.428969 5.562405 -1.809513 -0.070 -0.094 -0.067
C -4.720574 5.900853 -2.202472 -0.005 0.087 0.002
C -5.670348 4.924887 -2.439459 -0.087 0.011 -0.032
C -5.347722 3.583449 -2.278518 0.137 0.054 0.011
C -4.062817 3.252051 -1.887113 0.020 0.284 -0.003
S -3.691079 1.577320 -1.569052 0.833 -0.103 0.631
O -2.272224 1.399099 -2.038003 -0.236 -0.326 -0.271
O -4.657089 0.711128 -2.157854 -0.249 -0.036 -0.136
O -3.555989 1.464058 -0.073758 -0.447 -0.127 -0.324
H 0.039204 5.463726 -0.278413 -0.015 0.076 -0.037
H -2.692402 6.331737 -1.632695 -0.003 0.030 0.004
H -4.979033 6.943997 -2.327871 0.005 -0.004 0.002
H -6.668529 5.203431 -2.750667 0.018 -0.007 0.005
H -6.072821 2.800988 -2.457461 0.017 0.009 0.015
C 0.499755 0.383902 -2.760230 0.119 0.007 0.017
C 1.158481 0.448741 -1.428200 -0.032 -0.109 0.207
N 0.524220 0.512109 -0.262475 0.172 0.024 -0.007
C 1.480119 0.581731 0.739713 -0.259 0.005 -0.234
C 2.700544 0.543284 0.167687 0.115 -0.100 -0.069
N 2.485131 0.451948 -1.195797 0.310 0.185 -0.200
C 3.569464 0.403322 -2.172847 -0.229 -0.118 0.305
N 4.347502 -0.782705 -1.992308 0.343 0.190 -0.162
N 5.578816 -0.694381 -1.407813 -0.131 -0.239 -0.082
N 6.113314 -1.850747 -1.376806 -0.269 0.090 -0.068
C 5.231816 -2.752282 -1.953992 0.339 -0.155 0.131
C 5.353158 -4.130004 -2.152969 0.015 -0.037 0.005
C 4.297214 -4.771493 -2.756086 -0.039 0.004 -0.019
C 3.138744 -4.068540 -3.153711 0.033 0.019 0.031
C 3.006593 -2.711168 -2.961838 0.043 -0.055 0.011
C 4.093807 -2.071260 -2.356722 -0.230 0.163 0.039
H -0.363165 -0.279697 -2.705582 -0.048 0.095 -0.022
H 1.172205 -0.000014 -3.524474 0.019 -0.002 -0.004
H 0.162475 1.382361 -3.053711 -0.056 -0.004 0.054
H 1.229768 0.648686 1.785865 -0.044 -0.041 -0.143
H 3.693311 0.544468 0.586092 -0.004 0.039 -0.038
H 4.229511 1.252482 -2.023916 0.055 0.029 0.011
H 3.148172 0.448870 -3.171498 -0.016 -0.020 -0.047
H 6.243727 -4.658667 -1.840406 -0.017 0.018 -0.014
H 4.348740 -5.837358 -2.933198 -0.006 0.011 -0.003
H 2.330465 -4.615435 -3.622334 0.016 -0.001 -0.007
H 2.109276 -2.184545 -3.260177 0.032 0.021 -0.024
C -1.938663 1.428217 4.132572 0.006 0.059 0.012
C -1.958194 1.537269 2.758012 0.206 -0.163 0.057
N -1.434911 0.571637 1.985359 0.161 -0.143 0.136
C -0.911249 -0.527099 2.541255 -0.093 0.283 0.046
C -0.822720 -0.684222 3.909578 0.077 -0.145 0.016
C -1.352996 0.315560 4.712060 -0.058 -0.032 0.163
C -0.125723 -1.865420 4.479348 -0.305 0.039 -0.085
C 1.138462 -1.884085 4.879629 0.303 -0.044 -0.031
C 2.128179 -0.790925 4.755447 -0.269 -0.084 0.002
C 3.289833 -0.828530 5.509932 0.102 -0.024 0.069
C 4.188894 0.210320 5.348507 0.038 0.091 -0.026
N 3.971104 1.214872 4.501844 -0.150 -0.119 -0.021
C 2.830493 1.150746 3.820540 0.034 -0.002 0.080
N 1.894406 0.208667 3.894447 0.299 0.083 0.188
H -2.357914 2.222444 4.733622 0.008 -0.022 0.020
H -2.355323 2.402800 2.246153 -0.025 -0.054 -0.040
H -0.502429 -1.258085 1.855611 0.028 0.004 0.019
H -1.291208 0.224415 5.789765 -0.006 0.016 -0.022
H -0.710475 -2.775364 4.577390 -0.013 0.049 0.101
H 1.513671 -2.795485 5.333398 0.019 0.034 -0.019
H 3.486150 -1.638510 6.199531 -0.005 0.015 -0.017
H 5.114220 0.240523 5.913238 -0.013 0.011 -0.021
H 2.643205 1.959551 3.120738 0.011 0.014 0.008